Arrangement i

# C5H12N2

The molecule C5H12N2 (wB97M-V/def2-TZVPD, OMol25).

```
19
Properties=species:S:1:pos:R:3:nbo_charge:R:1
C 2.002 -2.944 0.115 -0.417
N 2.007 -1.506 -0.301 -0.614
C 0.798 -0.897 -0.559 0.020
C 0.477 0.415 -0.468 -0.315
C -0.737 0.818 0.379 -0.426
C -1.469 2.146 0.119 -0.216
N -2.875 2.017 0.536 -0.824
H 0.963 -3.244 0.267 0.201
H 2.286 -3.457 -0.807 0.191
H 2.832 -3.090 0.780 0.211
H 2.628 -0.967 0.271 0.375
H -0.070 -1.516 -0.783 0.173
H 1.329 1.104 -0.452 0.174
H -0.106 1.096 1.229 0.213
H -1.374 -0.033 0.615 0.216
H -0.991 2.924 0.736 0.182
H -1.457 2.473 -0.922 0.166
H -3.356 1.429 -0.141 0.342
H -3.349 2.902 0.376 0.347
```

Results
multiplicity: 1
HOMO level: -0.2680 Ha
frontier orbital gap: 0.308 hartree
E_LUMO: 1.10 eV
SMILES: CN/C=C/CCN
molecular weight: 100.2 g mol⁻¹

---

Arrangement ii

# C5H12N2

The molecule C5H12N2 (wB97M-V/def2-TZVPD, OMol25).

```
19
Properties=species:S:1:pos:R:3:nbo_charge:R:1
C 2.775 0.782 0.587 -0.244
C -2.219 0.997 -0.128 -0.600
C -1.227 -1.142 0.854 -0.652
C 1.457 -0.586 -0.879 -0.443
C -0.979 0.055 -0.261 -0.107
N 1.401 0.559 -0.012 -0.132
N 0.049 1.010 -0.009 -0.318
H 3.501 0.124 0.155 0.178
H 3.162 1.752 0.942 0.199
H -3.055 0.703 -0.814 0.210
H -2.559 0.858 0.951 0.201
H -1.958 2.065 -0.183 0.236
H -0.801 -0.587 1.685 0.221
H -0.695 -2.175 0.674 0.205
H -2.300 -1.354 1.143 0.225
H 0.822 -1.385 -0.422 0.216
H 0.970 -0.218 -1.818 0.212
H 2.485 -1.013 -1.198 0.213
H -0.828 -0.445 -1.267 0.181
```

Results
multiplicity: 1
HOMO level (alpha / beta): -0.2899 / -0.2952 Ha
frontier orbital gap (alpha / beta): 0.297 / 0.306 hartree
E_LUMO (alpha / beta): 0.19 / 0.29 eV
molecular weight: 100.2 g mol⁻¹

---

In terms of stability, arrangement i leads; the second structure lies 77.6 kcal/mol higher.